[1]
ORCA calculation (the ωB97M-V functional and the def2-TZVPD basis) on a 12-piece molecular cluster, C36H93BN15O19 overall at a distorted geometry.

```
! wB97M-V def2-TZVPD RIJCOSX def2/J DEFGRID3
* xyz -1 1
O 7.39928 -23.51141 -0.01469
C 7.49471 -24.34457 0.84370
O 7.27281 -25.63273 0.79327
B 7.14606 -26.25016 2.12884
O 7.39637 -25.08517 3.03705
C 7.65238 -24.00020 2.31633
O 7.82809 -22.92890 2.82764
O 8.08373 -27.33090 2.37524
C 7.42967 -28.45342 2.59010
O 7.91291 -29.53947 2.73366
C 5.91495 -28.11976 2.61156
O 5.79202 -26.84623 2.33909
O 5.05035 -28.95080 2.65876
C 11.68410 -24.73293 0.23702
C 11.25575 -25.59661 -0.94819
C 10.72298 -26.95156 -0.51235
O 11.78520 -27.75647 -0.00600
C 11.72826 -29.11159 -0.35723
N 10.19294 -24.96060 -1.73955
H 11.07863 -24.87669 1.14251
H 11.55845 -23.65842 0.09532
H 12.69388 -25.01531 0.54247
H 12.11542 -25.81184 -1.58592
H 10.26341 -27.40653 -1.39390
H 9.94737 -26.88437 0.25846
H 10.84676 -29.61266 0.05112
H 12.67718 -29.61325 -0.16464
H 11.66946 -29.25492 -1.44804
H 9.50570 -24.65011 -1.05129
H 10.41626 -24.06489 -2.16133
C 6.73475 -26.96190 6.28041
C 6.53563 -27.64773 7.64375
C 7.50440 -27.18222 8.76631
O 8.74987 -27.84158 8.56220
C 8.91653 -28.98026 9.37294
N 5.15122 -27.44460 8.13816
H 6.34780 -27.54166 5.44374
H 7.80886 -26.81665 6.10143
H 6.37772 -25.92864 6.27842
H 6.74372 -28.67696 7.33887
H 7.13826 -27.40066 9.76710
H 7.61870 -26.12470 8.51274
H 9.96621 -29.26387 9.32184
H 8.30531 -29.79906 8.97310
H 8.60491 -28.95833 10.42288
H 5.20933 -26.47520 8.46594
H 4.59886 -27.29371 7.29090
C 4.68762 -33.98112 4.88032
C 5.00606 -32.56944 5.41930
C 6.54580 -32.41134 5.52708
O 6.72667 -31.07960 5.90859
C 8.02813 -30.59513 6.13995
N 4.56202 -31.63536 4.37461
H 5.14404 -34.71404 5.55441
H 5.03394 -34.15287 3.85895
H 3.61333 -34.15788 4.82074
H 4.38238 -32.50008 6.30901
H 6.97602 -32.69071 4.55731
H 6.95201 -33.13412 6.25098
H 8.07464 -29.56457 5.78717
H 8.79038 -31.13574 5.57008
H 8.28919 -30.60347 7.19756
H 5.33665 -31.50712 3.71996
H 4.75002 -30.74499 4.85322
C 2.93756 -26.18005 1.38037
C 2.77231 -24.76265 0.79960
C 3.94945 -23.82616 1.15444
O 3.72518 -22.48316 0.78589
C 4.87616 -21.73325 0.47988
N 2.49633 -24.82118 -0.63586
H 3.88040 -26.60556 1.03547
H 2.06822 -26.81456 1.25182
H 3.18813 -26.07082 2.44157
H 1.88821 -24.37413 1.31563
H 4.85747 -24.20193 0.66127
H 4.18612 -23.93257 2.21940
H 5.39217 -21.95563 -0.45562
H 5.57987 -21.74245 1.32022
H 4.69095 -20.65535 0.44283
H 2.80076 -23.85884 -0.82669
H 3.18705 -25.33954 -1.17745
C 1.17964 -22.37981 6.34434
C 1.65048 -23.80025 5.95343
C 3.14956 -24.05115 5.97836
O 3.81040 -23.29185 4.98504
C 5.10368 -23.87834 4.74650
N 0.90516 -24.78519 6.76851
H 1.65885 -22.07988 7.27678
H 0.09422 -22.29861 6.35279
H 1.52521 -21.67180 5.58563
H 1.38754 -23.87511 4.88986
H 3.30843 -25.12249 5.80364
H 3.56230 -23.92417 6.99022
H 4.93285 -24.81099 4.20871
H 5.71291 -23.97419 5.64497
H 5.61782 -23.17068 4.09877
H 0.01803 -24.84673 6.28416
H 1.42015 -25.65781 6.68682
C 3.07281 -29.65263 -0.05760
C 4.06032 -29.02388 -1.04311
C 5.33684 -29.85005 -1.18950
O 6.25066 -29.29026 -2.09995
C 7.24441 -28.43664 -1.55774
N 3.35157 -28.94906 -2.32824
H 2.18564 -29.02490 -0.00666
H 3.55303 -29.67793 0.92764
H 2.78659 -30.69096 -0.23543
H 4.31017 -28.01703 -0.70247
H 5.11363 -30.88597 -1.45211
H 5.79075 -29.83749 -0.18686
H 7.99704 -28.20567 -2.31310
H 7.86966 -28.88238 -0.77491
H 6.65868 -27.54233 -1.33397
H 3.57264 -29.77246 -2.88307
H 3.81462 -28.21333 -2.86605
C 12.82285 -26.23897 4.22302
C 11.77188 -27.07948 3.51666
C 11.86491 -28.58303 3.82943
O 11.71501 -28.81186 5.24187
C 11.90453 -30.17349 5.54415
N 10.43362 -26.62285 3.96768
H 12.96886 -26.47685 5.27791
H 12.51297 -25.19590 4.21813
H 13.76096 -26.33307 3.67306
H 11.82107 -27.00611 2.42923
H 12.75991 -29.11716 3.48145
H 11.08207 -29.17066 3.33188
H 11.38913 -30.82840 4.82502
H 11.46968 -30.34958 6.52454
H 12.95657 -30.43855 5.38950
H 10.34644 -27.04374 4.89319
H 9.73416 -27.06652 3.38353
C 4.86519 -24.98791 -3.34398
O 5.27735 -26.14637 -3.27185
N 3.72499 -24.66332 -3.99897
N 5.49373 -23.97816 -2.69301
H 3.22834 -23.81805 -3.77636
H 3.12735 -25.41446 -4.29584
H 6.09227 -24.16015 -1.89950
H 5.09568 -23.05475 -2.65106
C 1.58314 -27.90090 4.63844
O 2.33394 -27.26103 5.38692
N 0.22291 -27.95430 4.80596
N 2.08086 -28.59996 3.60507
H -0.23927 -28.34429 4.00627
H -0.19662 -27.38628 5.51421
H 3.07683 -28.47376 3.49837
H 1.55501 -29.32711 3.16016
C 10.80332 -23.27743 6.04401
O 10.87194 -22.10147 6.40524
N 9.89150 -23.75137 5.17362
N 11.67951 -24.26236 6.41993
H 10.07916 -24.67839 4.80434
H 9.27824 -23.11870 4.68574
H 12.15886 -24.00352 7.26794
H 11.71248 -25.19247 6.06998
C 9.74969 -32.55646 1.27230
O 9.76589 -32.11606 0.12731
N 9.89158 -33.88756 1.53695
N 9.45744 -31.80875 2.37843
H 10.11712 -34.53969 0.81195
H 9.68429 -34.21158 2.46183
H 9.76969 -32.07143 3.29300
H 9.03332 -30.89360 2.25762
*
```

Energy   -100778.75461 eV
LUMO   0.0679 Eh
Kohn-Sham gap   8.647 eV
Strongest force on any atom   3.2 eV/A

Löwdin atomic charge list, values in e, 6 entries: number 1, O, carries 0.13; number 2, C, carries -0.41; number 3, O, carries 0.23; number 4, B, carries -0.87; number 5, O, carries 0.20; number 6, C, carries -0.39

---

[2]
ORCA calculation (the ωB97M-V functional and the def2-TZVPD basis) on C36H94N7NiO16S as an isolated structure at a distorted geometry.

```
! wB97M-V def2-TZVPD RIJCOSX def2/J DEFGRID3
* xyz 2 4
N -0.37258 3.37439 -1.34927
H -0.50461 3.89008 -0.49094
H 0.51373 2.89120 -1.38216
H -0.55256 3.98498 -2.13342
H -1.02384 2.60241 -1.34842
Ni -3.26308 -0.99970 1.61114
S -1.33786 0.41874 0.40651
O -2.04690 0.66878 1.70819
O -1.91512 -0.91024 0.17074
O -1.74597 1.37699 -0.63415
O 0.09688 0.35612 0.61713
C -0.19875 -2.58871 -2.03852
O 0.49654 -3.57167 -2.87039
C 1.07389 -3.02326 -4.04074
C 1.61269 -4.22792 -4.86717
N 2.04308 -3.79238 -6.21446
C 2.66889 -4.82514 -7.07564
C 4.04247 -5.31557 -6.68053
O 5.03803 -4.45398 -7.25380
C 6.31354 -4.32953 -6.60826
H -0.77364 -3.04388 -1.23205
H -0.87068 -1.93802 -2.59818
H 0.42861 -1.93203 -1.43580
H 1.88935 -2.34847 -3.78035
H 0.33714 -2.45565 -4.60920
H 0.87114 -5.01848 -4.98213
H 2.41108 -4.75889 -4.34875
H 1.23757 -3.40072 -6.68122
H 2.77120 -4.39605 -8.07239
H 1.99056 -5.66492 -7.22646
H 4.07364 -6.34129 -7.04800
H 4.12106 -5.23478 -5.59637
H 6.18529 -3.84732 -5.63917
H 6.88349 -3.61513 -7.20229
H 6.79715 -5.30565 -6.57063
C -4.85994 -3.64107 1.10083
O -3.98932 -2.63226 0.55087
C -4.42581 -2.23004 -0.75625
C -5.32006 -0.96683 -0.54587
N -4.48579 0.10947 0.05993
C -5.35976 1.19935 0.59314
C -6.19025 1.91694 -0.51910
O -5.42437 2.31222 -1.63695
C -4.55021 3.46535 -1.43969
H -4.43536 -3.92167 2.06474
H -4.84109 -4.55892 0.51321
H -5.88618 -3.28647 1.19658
H -4.90864 -3.00235 -1.35502
H -3.55620 -2.01217 -1.37625
H -6.13591 -1.21426 0.13330
H -5.71180 -0.75111 -1.53989
H -3.91476 0.56413 -0.63815
H -4.78830 1.95643 1.13012
H -6.00973 0.65748 1.28017
H -6.76009 2.73904 -0.08603
H -7.01903 1.29630 -0.85971
H -5.19286 4.28896 -1.12863
H -4.07909 3.84601 -2.34591
H -3.78033 3.22713 -0.70578
C 3.61944 2.72466 4.24284
O 2.75713 1.69225 4.76275
C 2.00445 0.96892 3.76630
C 2.83396 -0.11703 3.05160
N 1.99607 -0.96596 2.19123
C 2.62984 -2.08543 1.47189
C 3.03834 -3.38256 2.26770
O 3.11795 -4.48929 1.34235
C 4.37097 -4.73165 0.68223
H 2.99375 3.47143 3.75401
H 4.21619 2.28722 3.44246
H 4.23358 3.14097 5.04135
H 1.48618 1.62485 3.06684
H 1.17725 0.51278 4.31015
H 3.26337 -0.72656 3.84669
H 3.71616 0.26607 2.53870
H 1.40709 -0.47595 1.53312
H 3.51274 -1.70402 0.95894
H 1.89975 -2.46746 0.75835
H 2.18713 -3.62083 2.90549
H 3.88650 -3.15348 2.91287
H 4.36807 -5.57414 -0.00938
H 5.06205 -4.99956 1.48145
H 4.81778 -3.84867 0.22528
C -4.24514 5.14481 3.00652
O -2.92937 5.21328 2.47638
C -2.25966 3.95605 2.30052
C -0.77322 4.15893 2.01979
N -0.38996 5.00576 0.92260
C 1.06880 5.30562 0.90165
C 1.35887 6.28756 -0.29440
O 0.58971 7.51698 -0.17626
C 1.34845 8.50252 0.54019
H -4.65786 6.14027 3.17035
H -4.20361 4.76560 4.02758
H -4.89121 4.46918 2.44596
H -2.67445 3.38753 1.46816
H -2.40744 3.29524 3.15467
H -0.43804 3.16607 1.71983
H -0.28719 4.64031 2.86842
H -0.96108 5.82256 0.75901
H 1.51516 4.32643 0.72825
H 1.42405 5.73619 1.83787
H 1.08721 5.80700 -1.23426
H 2.42799 6.46563 -0.41000
H 0.82772 9.45924 0.58084
H 2.29980 8.71790 0.05375
H 1.49146 8.19349 1.57564
C 4.49596 4.63223 -1.82787
O 3.51620 3.82878 -1.24708
C 4.03082 2.65509 -0.65604
C 2.87811 1.76467 -0.13904
N 1.77317 1.55568 -1.09459
C 2.05694 0.90213 -2.38216
C 0.78448 0.69421 -3.26667
O 0.57572 1.98381 -3.79212
C -0.72686 2.04748 -4.39054
H 4.12519 5.61511 -2.11872
H 4.83322 4.18022 -2.76063
H 5.31501 4.81804 -1.13308
H 4.66324 2.99840 0.16266
H 4.64763 2.11541 -1.37464
H 2.49338 2.17401 0.79506
H 3.25544 0.79414 0.18312
H 1.10038 0.97753 -0.61169
H 2.42134 -0.12161 -2.29682
H 2.77855 1.52140 -2.91495
H -0.03524 0.46636 -2.58530
H 0.76088 0.00319 -4.10930
H -1.44968 1.71393 -3.64597
H -0.80504 1.39829 -5.26263
H -0.87930 3.10430 -4.60959
C -2.20619 -3.38999 6.50766
O -2.21384 -2.05241 6.06320
C -1.10524 -1.67063 5.26903
C -1.61710 -1.18762 3.88676
N -2.02045 -2.30287 2.98632
C -0.85673 -3.03471 2.45368
C -1.37986 -4.30449 1.70542
O -1.86785 -5.18833 2.73865
C -2.23817 -6.47904 2.38000
H -2.53221 -3.92896 5.61810
H -3.02801 -3.48565 7.21730
H -1.21352 -3.56146 6.92396
H -0.31157 -2.41754 5.25159
H -0.58123 -0.87252 5.79489
H -0.79704 -0.64581 3.41554
H -2.40335 -0.46269 4.09744
H -2.47337 -2.95617 3.60933
H -0.14563 -3.26630 3.24667
H -0.38150 -2.41507 1.69322
H -0.60944 -4.79960 1.11430
H -2.15443 -4.10568 0.96474
H -3.25823 -6.61959 2.02246
H -2.30842 -7.17410 3.21670
H -1.48938 -6.91829 1.72085
*
```

Energy   -133903.07902 eV
LUMO (spin up / spin down)   -0.1586 / -0.3294 Eh
Kohn-Sham gap (spin up / spin down)   7.487 / 2.839 eV
Strongest force on any atom   3.8 eV/A

Löwdin atomic charge list, values in e, 6 entries: number 1, N, carries 0.29; number 2, H, carries 0.06; number 3, H, carries 0.07; number 4, H, carries 0.14; number 5, H, carries 0.03; number 6, Ni, carries 0.81